1.
# C15H25BNO5

A 2-piece molecular cluster, C15H25BNO5 overall (ωB97M-V with the def2-TZVPD basis set, the OMol25 dataset).

The HOMO energy comes out at -1.16 eV. Its charge is -1.

Geometry as XYZ:
```
47
Properties=species:S:1:pos:R:3:nbo_charge:R:1
C 0.0973 1.0254 4.6771 -0.592
C -0.5733 -0.1040 3.8557 -0.789
B -1.0610 0.5020 2.4933 1.041
O -1.8668 1.6155 2.5343 -0.883
C -0.6602 -0.0464 1.0567 -0.386
C -1.3939 -0.9992 0.3697 0.100
N -1.0281 -1.4072 -0.8390 -0.392
C 0.0417 -0.9142 -1.4535 0.079
C 0.8398 0.0559 -0.8697 -0.048
C 1.9951 0.5829 -1.6863 -0.430
C 1.8916 2.0969 -1.9854 -0.217
C 2.6084 2.4499 -3.3030 -0.606
C 0.4331 2.5749 -2.1037 -0.615
C 0.4763 0.4784 0.4155 -0.041
C 1.2208 1.5283 1.1786 0.789
O 0.8854 2.6767 1.2056 -0.542
O 2.2568 1.1435 1.9723 -0.524
C 3.3138 0.4392 1.3405 -0.257
H 0.3394 0.6790 5.6789 0.204
H 1.0107 1.3395 4.1767 0.205
H -0.5572 1.8879 4.7608 0.213
H -1.4003 -0.4744 4.4633 0.250
H 0.1457 -0.9078 3.7100 0.220
H -1.5044 2.2664 1.9179 0.506
H -2.2967 -1.4337 0.7744 0.250
H -1.6321 -2.1587 -1.3668 0.492
H 0.2633 -1.2935 -2.4387 0.226
H 1.9375 0.0932 -2.6584 0.218
H 2.9594 0.3191 -1.2624 0.217
H 2.3382 2.6664 -1.1701 0.197
H 3.1624 3.3781 -3.1828 0.212
H 1.8921 2.6106 -4.1055 0.211
H 3.2812 1.6568 -3.6261 0.203
H 0.0188 2.8010 -1.1257 0.222
H 0.4301 3.5062 -2.6668 0.209
H -0.1897 1.8480 -2.6210 0.212
H 2.9773 -0.4793 0.8593 0.187
H 3.7773 1.0572 0.5714 0.176
H 4.0791 0.1960 2.0676 0.208
O -2.6012 -2.9519 -2.0076 -0.967
C -3.1703 -4.1923 -1.9061 -0.068
C -4.4929 -4.1961 -1.0038 -0.008
O -5.0385 -5.4028 -0.8765 -0.952
H -2.5329 -4.9788 -1.4497 0.094
H -3.4834 -4.6450 -2.8672 0.107
H -5.1421 -3.4092 -1.4789 0.052
H -4.1521 -3.6984 -0.0413 0.017
```

=====

2.
# C15H25BrClNO4S2

A 2-piece molecular cluster, C15H25BrClNO4S2 overall (ωB97M-V with the def2-TZVPD basis set, the OMol25 dataset).

As for the SMILES: C=CC[C@]1(CCCCl)OS(=O)(=O)O[C@]1(S)C[C@H](C)Br.CCCC#N. The HOMO energy comes out at -9.22 eV. The energy above the lowest of the compared OMol25 structures with the same formula, charge and spin is 0.0 kJ/mol.

Geometry as XYZ:
```
49
Properties=species:S:1:pos:R:3:nbo_charge:R:1
C 2.7027 0.2348 3.1465 -0.406
C 1.6413 0.8567 3.7070 -0.164
C 0.1928 0.4421 3.6029 -0.507
C -0.4252 0.5693 2.1561 0.278
C 0.2646 1.7213 1.4422 -0.455
C -0.4350 2.3222 0.2250 -0.420
C 0.2417 3.6347 -0.1368 -0.350
Cl -0.5808 4.3746 -1.5405 -0.074
O -1.7957 1.0167 2.3838 -0.720
S -2.6529 -0.2156 2.9355 2.558
O -3.9294 -0.2055 2.3021 -0.902
O -2.6450 -0.2386 4.3636 -0.905
O -1.7267 -1.3493 2.3426 -0.743
C -0.6245 -0.8033 1.4764 0.175
S -1.3752 -0.8768 -0.1806 0.015
C 0.4732 -1.8543 1.6218 -0.503
C 1.3761 -2.2189 0.4506 -0.231
C 2.5573 -3.0249 1.0332 -0.623
Br 2.1284 -0.7203 -0.5372 0.006
H 2.7884 -0.8448 3.2313 0.186
H 3.4620 0.7341 2.5575 0.215
H 1.8315 1.7716 4.2656 0.204
H 0.0600 -0.5807 3.9558 0.238
H -0.4013 1.0865 4.2397 0.254
H 1.2922 1.4921 1.1898 0.253
H 0.3036 2.5187 2.1897 0.218
H -0.2715 1.6582 -0.6227 0.220
H -1.5065 2.4461 0.3509 0.223
H 1.2608 3.4343 -0.4533 0.210
H 0.2366 4.3465 0.6820 0.209
H -2.3419 0.0198 0.0503 0.153
H -0.0750 -2.7725 1.8336 0.257
H 1.0567 -1.6404 2.5042 0.239
H 0.8838 -2.8570 -0.2737 0.230
H 2.9045 -3.7851 0.3425 0.229
H 2.2947 -3.4605 1.9950 0.210
H 3.3730 -2.3337 1.2266 0.225
C -1.3308 -0.6981 -6.3378 -0.613
C -1.8468 -0.4590 -4.9238 -0.378
C -0.8094 0.2106 -4.0147 -0.515
C 0.3856 -0.6162 -3.8776 0.298
N 1.3079 -1.2928 -3.7944 -0.345
H -0.4775 -1.3773 -6.3397 0.217
H -2.1074 -1.1457 -6.9575 0.217
H -1.0232 0.2382 -6.8071 0.204
H -2.1540 -1.4101 -4.4846 0.208
H -2.7334 0.1761 -4.9634 0.209
H -1.2245 0.3765 -3.0205 0.251
H -0.5141 1.1783 -4.4195 0.246
```

=====

no.,total energy (eV),Kohn-Sham gap (eV),LUMO energy (eV)
1,-28362.4386,2.72,1.6
2,-129873.5217,9.55,0.3